Here is C32H84F6HgN6O22S3Zn as an isolated structure in a non-equilibrium geometry from the OMol25 dataset. Energies are from the ωB97M-V functional and the def2-TZVPD basis.

XYZ file:
```
155
Properties=species:S:1:pos:R:3:forces:R:3:mulliken_charge:R:1
Hg 13.6147 5.1298 -13.1099 0.026 1.302 -0.337 1.371
Zn 9.4438 7.9960 -13.4847 -0.106 1.634 -0.045 1.449
S 10.2796 5.9241 -12.1738 -2.771 1.161 1.887 0.759
O 9.5537 5.1352 -11.2099 0.919 -0.249 -0.186 -0.690
O 10.2986 7.3781 -11.7957 1.759 -0.158 1.349 -0.638
O 11.6460 5.4059 -12.4099 0.831 -0.756 0.254 -0.724
O 9.5532 6.0540 -13.4457 -0.244 -2.526 -2.046 -0.596
C 13.1110 8.8446 -16.1424 -0.184 -0.057 -0.214 0.089
F 13.6089 9.5409 -15.1367 0.206 -0.015 0.726 -0.134
F 12.4104 9.6949 -16.8800 -0.544 -0.409 0.034 -0.069
F 14.1147 8.3998 -16.8880 0.089 -0.458 0.020 0.057
S 12.1245 7.3829 -15.4479 -0.467 0.125 0.536 0.504
O 13.1450 6.7307 -14.6083 -0.442 1.291 -1.025 -0.254
O 11.0319 8.0202 -14.7175 2.049 -0.184 -1.335 0.450
O 11.6972 6.5306 -16.5467 0.462 0.586 0.341 -0.144
C 10.9794 12.3091 -13.0415 -1.445 -0.950 -0.544 0.524
F 10.7818 13.6005 -12.8045 0.276 -0.016 0.002 -0.221
F 11.7668 12.1600 -14.1164 -0.098 0.189 0.079 -0.198
F 11.6105 11.7502 -12.0081 0.052 0.228 0.270 -0.266
S 9.2751 11.4545 -13.3060 -0.435 0.066 -1.174 1.067
O 9.6258 10.0324 -13.4826 0.515 0.584 -0.033 -1.399
O 8.5423 11.6893 -12.0924 0.195 0.215 0.210 -0.680
O 8.7238 12.0443 -14.5254 0.877 -0.321 1.207 -0.673
C 12.5499 5.0591 -19.5191 0.521 0.821 0.859 0.764
C 13.4428 4.5982 -20.6479 -0.946 -0.502 -0.550 -0.798
O 13.6062 3.1843 -20.6543 0.854 -0.140 0.317 -0.555
O 13.3677 5.2624 -18.3522 -0.115 -0.389 0.022 -0.592
H 11.7564 4.3557 -19.2552 -0.027 -0.247 -0.459 0.097
H 12.0809 6.0181 -19.7624 -0.073 0.005 -0.210 -0.222
H 14.4184 5.0769 -20.5853 0.085 -0.204 0.300 0.312
H 13.0291 4.9085 -21.6110 -0.175 0.118 -0.005 0.338
H 12.8752 2.7288 -21.0743 -0.205 0.323 -0.078 0.311
H 12.7843 5.6117 -17.6591 0.171 0.148 -0.132 0.032
C 6.8937 7.4838 -14.5722 -0.179 0.072 0.410 -0.498
C 6.6299 8.3592 -13.3443 -0.025 0.194 -0.953 -0.793
O 7.6836 8.1559 -12.3885 -1.587 0.123 -0.112 -0.313
O 8.1832 7.8332 -15.1140 -1.595 0.014 0.017 0.220
H 6.1238 7.6437 -15.3305 -0.053 0.233 0.093 0.483
H 6.8783 6.4186 -14.3260 0.115 0.042 0.249 0.360
H 5.6568 8.1927 -12.8768 0.043 -0.442 -0.167 0.468
H 6.6348 9.4076 -13.6662 0.134 -0.024 -0.028 0.313
H 7.3837 8.7150 -11.6604 0.970 -0.026 0.323 0.283
H 8.1962 7.4197 -16.0040 1.055 0.113 -0.267 -0.021
C 11.8076 1.9858 -14.9619 1.734 -0.066 -0.564 -0.791
C 12.0311 3.4550 -15.2672 -1.274 -0.415 -0.900 0.652
O 13.3807 3.9133 -15.0949 0.132 -0.200 1.226 -0.440
O 11.6660 1.6685 -13.5999 -0.553 0.008 -0.017 -0.505
H 12.6881 1.4722 -15.3813 0.016 -0.154 0.061 0.314
H 10.9939 1.6001 -15.5730 -0.494 0.135 0.567 0.438
H 11.3323 4.0388 -14.6629 0.356 0.362 0.041 -0.023
H 11.7871 3.6053 -16.3220 -0.078 0.159 0.065 -0.109
H 13.9019 3.7961 -15.8983 0.022 0.155 -0.028 0.247
H 12.4616 1.9093 -13.1198 0.070 -0.071 -0.061 0.259
C 13.1404 8.9453 -11.7729 -0.206 0.479 -0.820 -0.208
C 14.5784 8.5319 -12.0543 -1.852 -0.448 0.098 0.927
C 15.4389 9.0530 -10.9203 0.033 -0.721 -0.311 -0.865
O 16.7712 8.6657 -11.1705 0.320 0.020 0.281 -0.466
C 17.7085 9.2745 -10.2907 -0.316 1.025 -0.603 -0.784
N 14.5599 7.0305 -12.0339 2.414 -1.514 1.537 -0.398
H 12.8419 8.7684 -10.7373 0.263 0.019 0.087 0.454
H 12.4196 8.3812 -12.3651 0.148 0.034 -0.116 -0.451
H 12.9891 9.9969 -12.0044 -0.027 0.016 0.103 -0.423
H 14.9925 8.7437 -13.0409 -0.215 0.627 0.115 -0.311
H 15.1145 8.5806 -9.9830 -0.159 0.107 0.107 0.691
H 15.2563 10.1267 -10.8322 0.484 0.076 -0.074 0.258
H 17.6708 10.3564 -10.4678 -0.104 0.065 0.204 0.239
H 18.7132 8.9950 -10.5988 -0.067 -0.526 0.312 0.286
H 17.4644 9.0933 -9.2431 0.256 -0.308 0.038 0.358
H 14.3573 6.7751 -11.0609 -0.554 0.128 -0.119 0.397
H 15.5809 6.8825 -11.9904 -0.170 -0.522 -0.469 0.277
C 16.0469 9.6609 -18.8495 -0.501 0.364 0.099 -1.401
C 16.5348 10.3347 -20.1276 1.991 -2.270 -0.345 0.908
C 15.4532 10.6691 -21.1295 -0.245 0.823 0.048 -0.726
O 15.9358 11.0450 -22.4127 0.170 0.271 0.279 -0.416
C 16.2853 12.4017 -22.5704 0.159 0.355 -0.207 -0.674
N 17.4593 11.4055 -19.7684 -0.805 1.613 0.035 -0.765
H 16.8801 9.4344 -18.1821 0.029 0.386 -0.015 0.364
H 15.5142 8.7105 -18.8968 -0.058 0.081 -0.804 0.432
H 15.3535 10.3690 -18.3856 0.166 -0.068 0.407 0.277
H 17.2485 9.6637 -20.6402 -0.908 -0.780 -0.216 0.175
H 14.8258 11.4700 -20.7107 -0.049 0.061 -0.094 0.282
H 14.8008 9.8246 -21.3535 0.172 -0.245 0.466 0.249
H 16.3107 12.5917 -23.6427 -0.054 0.040 0.011 0.290
H 17.2654 12.6782 -22.1702 0.131 -0.279 -0.016 0.248
H 15.5942 13.1057 -22.0966 -0.332 -0.248 -0.018 0.293
H 18.1798 11.0902 -19.1360 -0.071 -0.219 0.041 0.222
H 17.9131 11.7301 -20.6106 0.157 0.071 0.131 0.197
C 7.6727 13.8352 -19.8499 0.052 -1.188 0.387 -1.471
C 9.1045 13.7830 -19.3238 0.420 0.942 -1.021 0.588
C 9.8478 12.4742 -19.6252 -0.211 0.586 0.331 -0.903
O 9.4946 11.4053 -18.7832 -0.650 -0.133 -0.159 -0.120
C 9.7079 11.6411 -17.3937 -0.287 0.036 -0.030 -1.045
N 9.9110 14.8733 -19.9323 -0.295 0.167 0.570 -0.752
H 7.6474 13.6700 -20.9296 0.012 -0.247 0.023 0.304
H 7.1152 14.7545 -19.6723 0.315 0.134 0.345 0.445
H 7.1819 13.0166 -19.3110 -0.534 0.056 -0.434 0.292
H 9.0738 13.9507 -18.2465 0.217 0.041 -0.003 0.296
H 10.9256 12.6674 -19.5684 0.056 0.125 0.255 0.294
H 9.6647 12.1942 -20.6663 -0.280 -0.150 0.168 0.498
H 9.8254 10.6918 -16.8713 0.093 -0.152 -0.238 -0.028
H 8.8325 12.1045 -16.9413 0.147 0.241 0.025 0.485
H 10.6031 12.2472 -17.2353 -0.008 0.074 0.085 0.504
H 10.0191 14.7355 -20.9329 -0.060 -0.238 -0.005 0.268
H 9.3103 15.6887 -19.8529 0.356 0.267 -0.078 0.303
C 8.1244 4.6159 -16.7109 -0.215 0.220 -0.263 -1.307
C 8.4149 5.4198 -17.9781 -0.135 -0.676 -0.259 1.129
C 7.1656 5.6804 -18.7993 -1.008 0.196 -0.014 -1.148
O 6.3798 4.4955 -18.9049 0.596 -0.281 0.103 -0.367
C 5.2648 4.6349 -19.7399 -0.666 0.330 -0.238 -0.750
N 9.0701 6.6865 -17.6367 -0.746 -0.362 -0.212 0.178
H 7.8202 3.5982 -16.9483 0.186 -0.040 -0.007 0.549
H 7.2815 5.0534 -16.1701 0.070 0.121 0.060 0.191
H 8.9924 4.6311 -16.0503 -0.005 -0.110 0.043 0.100
H 8.9905 4.8091 -18.6885 0.567 -0.112 0.397 -0.032
H 7.3948 6.0027 -19.8204 0.361 0.156 0.007 0.447
H 6.5758 6.4915 -18.3512 -0.093 0.003 0.198 0.389
H 4.9767 3.7171 -20.2564 0.531 -0.296 0.247 0.255
H 5.4383 5.3761 -20.5267 -0.017 0.111 0.066 0.308
H 4.3758 4.9145 -19.1640 0.064 0.307 0.028 0.274
H 9.9759 6.5086 -17.2033 -0.288 0.111 -0.264 -0.248
H 9.2215 7.1732 -18.5147 0.319 0.397 0.076 0.041
C 11.6110 9.8116 -19.7626 0.000 -0.258 0.072 -0.405
C 10.6587 9.5619 -20.9261 0.156 -0.145 -0.350 1.186
C 11.3582 8.9040 -22.0932 0.580 0.454 -1.099 -0.761
O 10.4741 8.8498 -23.2027 -0.903 0.614 -0.453 -0.429
C 11.0915 8.3449 -24.3634 0.261 -1.375 0.478 -0.694
N 9.5695 8.6997 -20.5423 -0.899 -0.654 0.661 -0.345
H 12.2836 10.6175 -20.0589 0.258 -0.077 0.258 0.225
H 12.1638 8.9214 -19.4498 0.224 -0.122 -0.541 0.350
H 11.0839 10.0889 -18.8514 -0.026 0.177 -0.487 -0.458
H 10.2869 10.5142 -21.3313 0.180 -0.058 0.190 -0.637
H 11.7340 7.8993 -21.8762 -0.049 -0.127 0.290 0.281
H 12.1963 9.5125 -22.4627 0.278 0.022 0.584 0.376
H 11.2780 7.2912 -24.1109 0.635 -0.043 -0.467 0.262
H 12.0164 8.8533 -24.6503 0.107 0.102 0.336 0.261
H 10.4805 8.2983 -25.2641 -0.641 0.535 0.415 0.281
H 8.9691 8.4763 -21.3287 0.209 0.067 -0.137 0.280
H 8.9685 9.1486 -19.8566 0.213 0.190 0.020 0.288
C 17.4239 10.8793 -15.8375 1.159 1.164 -0.146 -1.467
C 17.5269 10.8837 -14.3130 -0.486 -1.540 -0.493 0.612
C 16.2521 11.5544 -13.7902 0.797 -0.665 -0.516 -0.463
O 16.4032 11.8540 -12.4180 -0.472 0.753 -0.420 -0.373
C 15.2612 12.5692 -11.9484 -0.106 -0.759 0.149 -0.529
N 17.6105 9.4648 -13.9287 0.119 -0.530 1.384 -0.475
H 17.6564 11.9134 -16.1199 -0.673 -0.026 -0.529 0.401
H 16.4815 10.5011 -16.2288 -0.201 0.360 0.328 -0.200
H 18.1888 10.3135 -16.3761 0.189 -0.303 0.551 0.600
H 18.4115 11.3932 -13.9213 -0.137 0.544 -0.327 0.362
H 15.3739 10.9255 -13.9863 0.098 -0.311 0.259 0.179
H 16.0834 12.4093 -14.4557 0.076 0.577 0.576 0.632
H 14.8888 13.3122 -12.6560 0.329 0.185 -0.032 0.364
H 15.5122 13.0169 -10.9902 0.001 0.096 -0.042 0.252
H 14.4414 11.8540 -11.8100 -0.129 0.131 0.113 -0.034
H 18.5472 9.0989 -14.0866 -0.047 0.211 -0.688 0.298
H 17.5776 9.3562 -12.9100 -0.582 0.237 -0.291 0.065
```
Forces are in eV/Å.

The value obtained for the LUMO energy is -3.02 eV. The HOMO-LUMO gap comes out at 5.96 eV.